C21H30N2O5 | ωB97M-V/def2-TZVPD

Geometry as XYZ:
```
58
Properties=species:S:1:pos:R:3:forces:R:3
C -6.516 -0.772 4.294 -0.031 0.090 0.083
O -6.880 -1.490 3.136 -0.133 -0.098 -0.047
C -6.057 -1.260 2.024 -0.026 -0.019 -0.225
C -6.235 0.139 1.393 -0.003 -0.090 0.285
C -5.317 1.202 1.975 -0.375 -0.098 -0.265
O -5.735 2.046 2.747 -0.232 0.165 0.235
N -4.019 1.187 1.590 0.345 0.156 -0.032
C -3.361 0.255 0.706 0.110 -0.381 -0.072
C -2.250 -0.493 1.450 0.164 0.289 -0.224
C -1.247 0.504 2.046 -0.221 -0.433 0.594
O -0.586 1.241 1.030 0.072 0.178 -0.122
C 0.378 0.656 0.271 0.182 0.039 -0.274
C 0.919 -0.609 0.472 -0.225 0.069 0.266
C 1.903 -1.081 -0.379 0.155 0.119 -0.223
C 2.381 -0.304 -1.424 -0.233 -0.152 0.041
C 3.390 -0.884 -2.359 0.054 0.305 0.146
O 3.150 -1.906 -2.990 -0.120 -0.341 -0.102
N 4.557 -0.224 -2.460 -0.006 0.003 -0.135
C 4.966 0.895 -1.630 0.059 0.439 0.402
C 6.483 0.926 -1.787 -0.112 0.034 -0.079
C 6.664 0.460 -3.230 -0.080 -0.027 0.104
C 5.621 -0.650 -3.372 0.184 -0.448 -0.308
C 6.158 -2.054 -3.012 0.035 0.209 0.019
O 5.505 -3.073 -3.707 -0.341 -0.400 -0.213
C 1.834 0.960 -1.628 0.034 -0.146 0.085
C 0.845 1.432 -0.793 -0.146 -0.002 0.159
C -1.991 1.520 2.916 0.147 0.011 -0.436
C -3.110 2.186 2.118 0.046 0.252 0.396
H -7.202 -1.091 5.076 0.064 0.026 0.059
H -5.487 -1.011 4.593 0.005 0.003 0.012
H -6.604 0.308 4.151 0.003 -0.031 0.031
H -6.356 -2.023 1.300 0.143 0.094 0.021
H -5.004 -1.427 2.298 -0.050 -0.039 -0.052
H -6.099 0.079 0.314 -0.006 -0.031 -0.021
H -7.260 0.461 1.588 0.105 0.020 -0.056
H -2.907 0.822 -0.117 -0.115 -0.116 -0.020
H -4.068 -0.458 0.288 0.019 0.079 -0.024
H -2.673 -1.087 2.261 -0.007 -0.045 0.007
H -1.748 -1.165 0.753 0.012 -0.061 0.034
H -0.508 -0.027 2.664 -0.072 0.097 -0.129
H 0.585 -1.242 1.279 -0.066 -0.024 0.070
H 2.307 -2.071 -0.230 0.016 -0.106 -0.002
H 4.528 1.828 -2.004 0.044 -0.013 0.103
H 4.641 0.751 -0.598 0.022 0.080 -0.094
H 6.951 0.219 -1.103 0.014 -0.005 0.061
H 6.895 1.916 -1.606 0.012 0.008 0.074
H 6.434 1.278 -3.914 0.025 0.017 -0.031
H 7.671 0.108 -3.438 0.018 -0.012 -0.083
H 5.220 -0.711 -4.391 0.086 -0.023 0.108
H 7.212 -2.129 -3.292 -0.034 0.089 0.064
H 6.076 -2.202 -1.923 0.093 0.088 -0.064
H 4.545 -2.939 -3.581 0.275 0.041 -0.007
H 2.163 1.564 -2.460 0.061 0.088 -0.070
H 0.409 2.407 -0.945 -0.065 0.110 -0.024
H -2.409 1.006 3.783 -0.008 -0.013 0.035
H -1.293 2.281 3.264 0.046 -0.016 0.066
H -2.676 2.748 1.285 -0.063 0.023 0.033
H -3.689 2.860 2.751 0.124 -0.051 -0.157
```
Forces are in eV/Å.

Summary:
- HOMO level (Eh) = -0.32792
- ΔE to the lowest compared entry with this formula, charge and spin (kcal/mol) = 34.48

Löwdin population analysis, charges in e, atoms 1 to 4: atom 1 (C): -0.09, atom 2 (O): -0.18, atom 3 (C): -0.22, atom 4 (C): -0.06

C24H28AgCl4N4 | ωB97M-V/def2-TZVPD

Geometry as XYZ:
```
61
Properties=species:S:1:pos:R:3:forces:R:3
Ag -0.285 -1.934 0.395 0.048 -0.546 0.340
C -7.790 4.310 2.454 -0.154 -0.047 -0.800
N -6.531 3.647 2.822 0.705 -0.613 0.462
C -6.309 2.380 2.393 -0.530 0.270 0.117
C -5.312 1.622 2.917 0.684 -0.708 -0.549
C -4.347 2.162 3.747 -0.075 1.096 0.968
C -4.546 3.486 4.165 -0.538 1.237 -1.345
C -5.645 4.233 3.658 0.142 -1.437 -0.037
C -3.231 1.307 4.221 1.262 -0.637 0.559
C -2.475 0.525 3.345 0.057 -1.468 -0.144
C -1.676 -0.575 3.787 -1.217 3.074 -0.750
N -1.601 -0.764 5.095 0.467 -0.956 1.504
C -2.194 -0.001 6.022 -0.429 2.396 -1.589
C -2.908 1.164 5.582 0.234 -2.155 1.242
C -0.742 -1.909 5.492 -0.226 -1.049 -1.069
H -7.859 4.199 1.372 -0.325 0.224 0.052
H -7.812 5.365 2.725 0.295 -0.187 0.026
H -8.627 3.798 2.929 0.143 -0.003 0.020
H -6.918 1.945 1.615 -0.507 0.316 0.146
H -5.230 0.595 2.596 0.048 -0.083 -0.142
H -3.774 4.050 4.668 -0.080 -0.148 0.424
H -5.928 5.262 3.822 0.629 0.088 0.617
H -2.533 0.665 2.275 -0.066 -0.060 -0.269
H -1.084 -1.154 3.094 -0.077 -0.382 0.133
H -1.985 -0.301 7.038 -0.239 0.368 0.088
H -3.266 1.799 6.379 -0.409 0.099 -0.159
H -0.736 -2.367 6.481 -0.525 1.228 0.473
H 0.270 -1.635 5.194 -0.080 -0.458 -0.163
H -1.220 -2.686 4.897 0.950 -0.443 -0.402
C 2.460 1.469 -0.211 0.356 1.003 1.416
N 2.625 0.934 -1.542 2.707 1.042 -1.091
C 3.745 1.392 -2.256 -1.068 -0.233 2.472
C 4.309 0.675 -3.232 0.315 -1.449 -0.447
C 3.697 -0.555 -3.612 -1.929 -0.167 -0.287
C 2.445 -0.886 -3.033 1.481 0.604 0.846
C 2.037 -0.183 -1.846 -0.985 -0.585 -2.382
C 4.209 -1.462 -4.702 0.817 -0.480 0.220
C 4.946 -0.951 -5.778 -0.574 -0.226 0.582
C 5.401 -1.813 -6.763 0.046 0.850 0.951
N 5.245 -3.127 -6.614 0.109 -1.530 -0.265
C 4.633 -3.718 -5.555 -0.706 2.007 0.208
C 4.088 -2.873 -4.599 0.135 0.487 0.201
C 5.799 -4.002 -7.656 0.852 -0.154 -0.912
H 2.990 2.416 -0.114 0.019 -0.045 -0.281
H 2.977 0.760 0.435 -0.414 0.025 0.362
H 1.440 1.675 0.114 -0.197 -0.638 -0.439
H 4.279 2.156 -1.711 -0.145 0.430 -0.497
H 5.311 0.969 -3.507 -0.047 -0.023 -0.492
H 1.901 -1.740 -3.408 -0.199 -0.041 0.423
H 1.168 -0.327 -1.220 -0.367 -0.904 -0.138
H 5.138 0.112 -5.740 0.112 0.026 -0.734
H 5.956 -1.484 -7.628 -0.038 -0.009 -0.014
H 4.491 -4.788 -5.517 0.385 -0.015 -0.181
H 3.645 -3.283 -3.704 -0.245 -0.239 -0.002
H 6.116 -4.963 -7.251 -0.571 0.032 0.033
H 6.713 -3.587 -8.080 0.016 0.359 0.337
H 5.134 -4.069 -8.517 -0.342 -0.336 0.370
Cl -2.469 -3.182 1.699 0.960 0.903 -0.102
Cl -1.252 0.522 -0.566 0.658 -0.654 0.457
Cl 1.355 -3.684 -1.287 -0.360 0.977 0.502
Cl 1.762 -1.589 2.215 -0.969 -0.034 -0.869
```
Forces are in eV/Å.

Summary:
- spin multiplicity = 2
- charge = +2
- HOMO level (alpha / beta) (Eh) = -0.42991 / -0.42045
- expectation value of S² = 0.764

Löwdin population analysis, charges in e, atoms 1 to 4: atom 1 (Ag): 0.36, atom 2 (C): 0.04, atom 3 (N): -0.09, atom 4 (C): 0.02

C5H14N2 | ωB97M-V/def2-TZVPD

Geometry as XYZ:
```
21
Properties=species:S:1:pos:R:3:forces:R:3
C -1.406 1.649 -0.583 -0.096 0.104 0.021
C -1.145 0.841 0.666 3.270 1.494 1.200
C 0.643 0.242 0.676 -2.934 -0.243 0.382
C 1.520 0.795 -0.433 -0.268 0.147 -0.320
C 0.366 -1.257 0.638 -1.198 -0.774 -1.410
N -0.808 -1.480 -0.221 0.521 -1.252 0.855
N 1.420 -2.094 0.112 1.362 -0.001 0.450
H -1.353 1.034 -1.486 -0.044 0.044 0.040
H -0.677 2.455 -0.683 -0.118 -0.023 -0.086
H -2.409 2.093 -0.548 0.166 -0.013 -0.055
H -2.032 0.276 0.962 0.861 -0.932 -0.342
H -1.020 1.482 1.537 -0.191 0.768 -0.100
H 1.069 0.502 1.649 -0.185 0.187 -0.122
H 2.528 0.352 -0.450 -0.326 0.001 0.329
H 1.649 1.875 -0.318 -0.039 -0.126 -0.073
H 1.102 0.616 -1.432 -0.051 0.090 0.118
H 0.109 -1.605 1.642 0.017 0.064 -0.075
H -1.625 -1.868 0.253 0.332 0.656 -1.362
H -0.672 -1.100 -1.152 -1.125 -0.476 0.408
H 1.062 -3.036 -0.017 0.009 0.259 0.105
H 1.681 -1.773 -0.814 0.036 0.026 0.036
```
Forces are in eV/Å.

Summary:
- HOMO level (Eh) = -0.29380
- ΔE to the lowest compared entry with this formula, charge and spin (kcal/mol) = 55.78

Löwdin population analysis, charges in e, atoms 1 to 4: atom 1 (C): -0.15, atom 2 (C): -0.17, atom 3 (C): -0.21, atom 4 (C): -0.11

C19H18O6 | ωB97M-V/def2-TZVPD

Geometry as XYZ:
```
43
Properties=species:S:1:pos:R:3:forces:R:3
C 2.251 2.024 0.617 0.816 1.292 -0.329
C 1.357 0.814 0.684 0.596 -0.854 -0.431
O 2.063 -0.317 0.237 0.706 -0.936 -0.265
C 1.014 0.493 2.153 -0.296 0.274 -0.502
C 2.043 0.132 3.040 0.279 -0.320 0.912
C 1.764 -0.180 4.383 -0.456 0.561 -0.455
C 0.437 -0.074 4.861 0.812 0.089 -4.197
C -0.574 0.245 3.947 -0.492 0.524 0.438
C -0.306 0.563 2.584 -0.373 -0.662 0.446
C -1.427 0.860 1.609 -1.304 0.936 0.194
O -2.565 1.120 1.963 0.105 -0.454 0.586
C -1.112 0.974 0.193 2.714 -0.141 -2.149
O -1.985 1.166 -0.882 0.396 0.523 0.754
C -1.226 1.345 -1.996 2.229 -0.958 0.495
C 0.136 1.164 -1.710 -1.206 0.193 0.106
C 1.228 1.008 -2.769 -0.456 -1.466 0.053
O 2.071 -0.095 -2.378 -0.207 1.045 0.850
C 0.657 0.550 -4.112 -0.506 0.292 -0.727
C 1.712 0.266 -5.193 -0.799 -0.898 -0.328
O 2.516 -0.876 -4.784 0.474 0.155 -1.551
C 0.206 0.970 -0.260 -2.653 0.412 -0.024
C -1.901 0.292 4.705 -0.637 0.231 -0.506
C -1.620 -0.052 6.177 0.956 -0.570 -0.807
C -0.076 -0.250 6.155 0.424 0.370 4.652
O 0.653 -0.357 7.154 -1.400 -0.218 -1.396
H 1.760 2.896 1.067 0.190 -0.145 0.138
H 2.481 2.336 -0.429 -0.192 -0.504 0.545
H 3.221 1.820 1.112 -0.623 0.144 -0.132
H 2.091 -0.342 -0.753 0.111 0.077 0.693
H 3.088 0.071 2.696 -0.733 0.014 0.060
H 2.535 -0.449 5.094 0.140 -0.018 -0.170
H -1.649 1.512 -3.009 -0.251 -0.221 1.366
H 1.817 1.919 -2.902 0.095 0.037 0.072
H 2.378 -0.513 -3.189 0.501 -0.432 -0.047
H 0.005 -0.347 -4.037 0.518 0.466 0.408
H 0.008 1.345 -4.486 0.023 0.063 -0.286
H 1.192 0.014 -6.151 0.322 0.209 0.701
H 2.351 1.109 -5.373 0.373 0.573 0.004
H 3.171 -1.067 -5.504 -0.862 0.240 1.135
H -2.336 1.299 4.653 0.006 -0.327 -0.334
H -2.616 -0.411 4.260 0.040 0.336 -0.028
H -2.132 -0.980 6.479 0.308 0.333 0.038
H -1.925 0.758 6.847 0.313 -0.266 0.019
```
Forces are in eV/Å.

Summary:
- HOMO level (Eh) = -0.33418
- ΔE to the lowest compared entry with this formula, charge and spin (kcal/mol) = 6.59

Löwdin population analysis, charges in e, atoms 1 to 4: atom 1 (C): 0.01, atom 2 (C): -0.47, atom 3 (O): 0.00, atom 4 (C): -0.06

C3H11N2 | ωB97M-V/def2-TZVPD

Geometry as XYZ:
```
16
Properties=species:S:1:pos:R:3:forces:R:3
C 1.781 -0.102 1.879 0.457 -1.278 1.054
C 2.064 -1.241 0.884 -0.064 0.097 0.093
H 2.751 0.224 2.260 -0.234 0.974 -0.491
H 1.111 0.636 1.450 0.417 0.469 0.022
H 1.320 -0.424 2.823 -0.226 -0.316 -0.358
H 3.053 -1.691 0.974 0.051 0.183 0.355
H 2.074 -0.774 -0.098 -0.251 -0.418 -0.370
H 1.373 -2.085 0.966 -0.184 0.303 -0.324
N -2.485 1.042 -0.390 0.221 0.763 -0.005
C -1.952 0.314 -1.341 -0.449 0.033 0.759
N -1.566 0.678 -2.535 0.607 -0.594 -0.253
H -2.809 2.008 -0.459 0.500 -0.303 -0.328
H -2.452 0.683 0.551 -0.364 -0.263 0.035
H -1.888 -0.735 -1.080 0.160 -0.168 -0.211
H -1.241 -0.091 -3.107 -0.014 0.124 -0.140
H -1.131 1.558 -2.777 -0.625 0.395 0.164
```
Forces are in eV/Å.

Summary:
- charge = +1
- HOMO level (Eh) = -0.52747
- ΔE to the lowest compared entry with this formula, charge and spin (kcal/mol) = 18.97

Löwdin population analysis, charges in e, atoms 1 to 4: atom 1 (C): -0.17, atom 2 (C): -0.17, atom 3 (H): 0.07, atom 4 (H): 0.04

C5H40N2O14 | ωB97M-V/def2-TZVPD

Geometry as XYZ:
```
61
Properties=species:S:1:pos:R:3:forces:R:3
C 1.434 0.481 0.038 -0.258 0.553 0.278
C 0.167 0.989 0.756 -0.680 0.212 0.591
C 0.330 1.070 2.285 1.315 -0.327 -0.463
C 1.386 2.092 2.681 0.674 -0.042 0.115
O 0.621 -0.223 2.780 -0.049 0.004 1.014
N -0.258 2.323 0.262 0.371 -0.854 -0.692
C -0.730 2.330 -1.121 -0.122 1.276 -0.382
N -2.118 2.796 -1.122 -0.968 0.200 -1.260
H 2.271 0.260 0.701 0.018 0.251 0.100
H 1.674 1.314 -0.617 0.611 -0.437 -0.367
H 1.319 -0.441 -0.511 -0.248 -0.111 -0.320
H -0.670 0.311 0.578 -0.023 0.038 -0.055
H -0.552 1.419 2.823 -0.499 -0.504 -0.390
H 1.062 3.094 2.402 -0.002 0.129 0.121
H 1.578 2.062 3.754 -0.243 0.045 0.019
H 2.365 1.914 2.221 -0.136 -0.090 -0.145
H 1.253 -0.791 2.303 -0.119 0.410 -0.476
H 0.516 2.965 0.334 0.327 -0.049 -0.108
H -0.084 2.957 -1.749 0.040 0.348 0.300
H -0.708 1.408 -1.705 0.031 -0.593 0.800
H -2.361 3.214 -2.021 0.154 -0.538 -0.140
H -2.375 3.553 -0.508 0.537 -0.086 0.543
H 4.204 -0.130 -1.984 -0.016 -0.014 -0.074
H 3.210 -0.714 -2.964 -0.354 -0.028 -0.300
O 4.012 -0.932 -2.483 0.380 0.313 -0.014
H -0.771 -1.458 2.624 -0.270 0.971 0.287
H -2.259 -0.787 2.580 0.807 0.290 0.328
O -1.711 -1.569 2.438 -0.581 -1.291 -0.426
H -3.143 -1.939 0.842 0.280 -0.034 0.259
H -2.972 -3.364 1.398 0.136 0.315 0.100
O -3.354 -2.860 0.675 -0.781 -0.587 -0.143
H 1.184 -2.265 -2.708 -0.217 -0.346 0.029
H 1.463 -3.140 -3.938 -0.069 -0.246 0.035
O 1.604 -2.262 -3.584 0.142 0.088 -0.022
H -1.711 3.179 2.587 -0.044 0.316 -0.051
H -1.548 3.437 1.117 0.335 -0.722 -0.110
O -2.233 3.346 1.791 -0.628 0.438 1.140
H -3.023 1.722 2.377 0.465 -0.101 -0.365
H -4.163 0.789 2.571 0.023 -0.486 0.034
O -3.204 0.766 2.449 -0.725 0.738 0.046
H -3.254 0.557 -1.121 0.091 0.716 0.505
H -2.998 0.496 0.471 -0.089 0.415 -0.288
O -3.156 0.000 -0.344 -0.081 -0.892 -0.080
H 0.587 -0.001 -3.175 -0.089 -0.439 -0.253
H 1.247 -0.196 -4.573 -0.207 -0.634 0.020
O 1.191 0.378 -3.814 0.319 1.384 0.351
H 3.403 2.635 -0.002 0.077 0.489 0.458
H 3.392 3.770 -1.123 0.108 0.115 0.505
O 3.383 2.830 -0.934 -0.091 -0.489 -0.946
H -0.898 -2.895 -1.347 0.145 -0.118 -0.445
H -0.008 -2.081 -0.535 0.484 0.323 0.292
O 0.064 -2.827 -1.133 -0.609 0.035 -0.081
H 3.334 -2.779 -1.134 1.202 0.559 -0.623
H 4.439 -2.074 -0.054 0.510 -0.175 -1.358
O 3.594 -2.443 -0.280 -1.550 -0.613 2.358
H -2.669 -1.440 -1.252 0.492 -0.251 -0.516
H -3.181 -2.788 -1.210 0.546 -0.291 -0.396
O -2.543 -2.279 -1.755 -0.777 0.323 0.448
H 0.636 -2.945 1.094 0.499 -0.802 -0.300
H 2.292 -2.846 1.129 -0.554 -0.338 -0.749
O 1.426 -2.466 1.340 -0.039 1.235 1.261
```
Forces are in eV/Å.

Summary:
- HOMO level (Eh) = -0.35598
- ΔE to the lowest compared entry with this formula, charge and spin (kcal/mol) = 90.36

Löwdin population analysis, charges in e, atoms 1 to 4: atom 1 (C): -0.02, atom 2 (C): -0.30, atom 3 (C): -0.38, atom 4 (C): -0.03

Respective electronic energy values: -1303.9403; -3137.4777; -308.3342; -1186.2268; -230.1522; -1377.3460 Eh.